[1]
# H3N3

A molecular structure, H3N3 (ωB97M-V/def2-TZVPD, the OMol25 dataset).

Results
E_HOMO = -0.30474 Eh
Charge = 0
Max |F| = 0.133 hartree/bohr
Kohn-Sham gap = 8.0 eV
Energy relative to the best compared isomer or geometry (same formula, charge and spin) = 6.9430 eV
LUMO level = -0.3 eV

CARTESIAN COORDINATES (ANGSTROEM)
N: 1.442 -0.176 -0.074
N: -0.115 0.771 0.093
N: -0.999 -0.081 -0.028
H: 2.172 0.325 -0.525
H: -0.681 -1.122 -0.055
H: -1.818 0.282 0.589

Charges in e, computed with natural (NBO), in the same order as the atoms: number 1, N, carries -0.700; number 2, N, carries 0.069; number 3, N, carries -0.462; number 4, H, carries 0.298; number 5, H, carries 0.403; number 6, H, carries 0.392

---

[2]
# C3H8FN3

2 unconnected molecules or ions with the total composition C3H8FN3 (ωB97M-V/def2-TZVPD, the OMol25 dataset).

Results
E_HOMO = -0.31657 Eh
Charge = 0
Max |F| = 0.148 hartree/bohr
Kohn-Sham gap = 9.5 eV
Energy relative to the best compared isomer or geometry (same formula, charge and spin) = 4.0883 eV
LUMO level = 0.9 eV

CARTESIAN COORDINATES (ANGSTROEM)
C: -0.229 -0.794 2.222
C: 0.370 0.412 -2.719
C: 0.094 0.591 1.897
N: -0.563 1.053 -1.798
N: -0.354 0.547 -0.665
N: -1.113 0.721 0.318
F: -0.449 1.440 2.802
H: -1.322 -1.103 2.293
H: 0.232 -1.100 3.289
H: 0.360 -1.500 1.478
H: 1.229 1.075 -2.999
H: -0.070 0.130 -3.586
H: 0.629 -0.491 -2.340
H: 0.921 1.028 1.562
H: -1.787 1.453 0.613

These are the natural (NBO) partial charges, in e, on atoms 1 to 6: number 1, C, carries -0.701; number 2, C, carries -0.435; number 3, C, carries 0.433; number 4, N, carries -0.286; number 5, N, carries -0.057; number 6, N, carries -0.452

---

[3]
# C3H5O2S

A gas-phase ion, C3H5O2S (charge -1) (ωB97M-V/def2-TZVPD, the OMol25 dataset).

Results
E_HOMO = -0.14574 Eh
Charge = -1
Max |F| = 0.054 hartree/bohr
SMILES = O=C([O-])CCS
Kohn-Sham gap = 7.1 eV
Energy relative to the best compared isomer or geometry (same formula, charge and spin) = 0.4008 eV
LUMO level = 3.2 eV

CARTESIAN COORDINATES (ANGSTROEM)
O: -1.455 0.544 1.562
C: -1.133 -0.586 1.139
O: -1.835 -1.613 1.013
C: 0.297 -0.591 0.447
C: 0.183 0.185 -0.879
S: 1.750 0.847 -1.435
H: 0.850 -1.527 0.422
H: 0.871 0.013 1.192
H: -0.562 0.969 -0.836
H: -0.170 -0.584 -1.569
H: 1.668 2.135 -1.018

These are the natural (NBO) partial charges, in e, on atoms 1 to 6: number 1, O, carries -0.793; number 2, C, carries 0.766; number 3, O, carries -0.782; number 4, C, carries -0.531; number 5, C, carries -0.528; number 6, S, carries -0.092

---

[4]
# C3H26NO11S

10 unconnected molecules or ions with the total composition C3H26NO11S (ωB97M-V/def2-TZVPD, the OMol25 dataset).

Results
E_HOMO = -0.45616 Eh
Charge = +1
Max |F| = 0.040 hartree/bohr
Kohn-Sham gap = 9.9 eV
Energy relative to the best compared isomer or geometry (same formula, charge and spin) = 0.6948 eV
LUMO level = -2.5 eV

CARTESIAN COORDINATES (ANGSTROEM)
O: 0.462 1.711 -2.416
C: 0.209 0.976 -1.510
O: -0.028 1.269 -0.238
C: 0.059 -0.579 -1.674
C: -0.744 -1.329 -0.640
S: 0.040 -2.978 -0.338
N: -0.460 -0.804 -3.033
H: 0.203 2.140 0.124
H: 1.141 -0.877 -1.710
H: -0.656 -0.854 0.330
H: -1.826 -1.201 -0.758
H: -0.963 -3.734 0.190
H: -1.529 -0.757 -3.187
H: -0.014 -0.035 -3.639
H: -0.173 -1.746 -3.347
H: -3.503 -1.458 -3.054
H: -3.307 0.150 -2.704
O: -3.110 -0.617 -3.314
H: 4.522 -1.314 0.118
H: 3.018 -1.861 0.499
O: 3.652 -1.562 -0.198
H: 2.315 -2.995 2.445
H: 1.756 -1.606 2.357
O: 2.561 -2.130 2.102
H: -3.606 0.811 2.340
H: -2.686 1.525 1.285
O: -2.960 0.679 1.645
H: -2.446 1.393 -0.793
H: -3.697 2.060 -1.487
O: -2.984 1.403 -1.590
H: 3.011 -0.149 -0.553
H: 2.065 0.220 0.515
O: 2.315 0.567 -0.365
H: -0.157 -0.105 2.921
H: 1.277 -0.154 3.420
O: 0.757 -0.152 2.609
H: 2.543 2.548 2.786
H: 2.445 1.717 1.569
O: 2.101 1.741 2.472
H: -0.594 3.465 2.367
H: -0.095 2.054 2.252
O: -0.912 2.568 2.199

These are the natural (NBO) partial charges, in e, on atoms 1 to 6: number 1, O, carries -0.569; number 2, C, carries 0.841; number 3, O, carries -0.713; number 4, C, carries -0.190; number 5, C, carries -0.563; number 6, S, carries -0.056

---

[5]
# C52H53IN3ReSb2

A molecular structure, C52H53IN3ReSb2 (ωB97M-V/def2-TZVPD, the OMol25 dataset).

Results
E_HOMO (alpha / beta) = -0.52065 / -0.51811 Eh
Charge = +3
Max |F| = 0.050 hartree/bohr
Multiplicity = 2
Kohn-Sham gap (alpha / beta) = 3.5 / 3.7 eV
Energy relative to the best compared isomer or geometry (same formula, charge and spin) = 0.5292 eV
LUMO level (alpha / beta) = -10.7 / -10.4 eV
⟨S²⟩ = 0.76

CARTESIAN COORDINATES (ANGSTROEM)
Re: 0.684 -0.573 1.375
C: -0.898 -1.114 5.422
C: -0.375 -0.029 6.102
C: 0.387 0.903 5.409
C: 0.617 0.714 4.062
N: 0.085 -0.345 3.396
C: -0.658 -1.236 4.066
C: 1.538 1.533 3.257
C: 2.160 2.699 3.643
C: 3.079 3.282 2.781
C: 3.404 2.670 1.578
C: 2.768 1.493 1.239
N: 1.815 0.984 2.049
C: 3.077 0.603 0.102
C: 4.225 0.695 -0.623
C: 4.567 -0.347 -1.509
C: 3.721 -1.409 -1.648
C: 2.518 -1.426 -0.935
N: 2.205 -0.457 -0.049
H: -1.494 -1.865 5.922
H: -0.544 0.089 7.165
H: 0.825 1.745 5.926
H: -1.059 -2.060 3.492
H: 1.937 3.153 4.598
H: 3.564 4.208 3.061
H: 4.152 3.101 0.926
H: 4.902 1.524 -0.473
H: 5.500 -0.309 -2.056
H: 3.952 -2.240 -2.300
H: 1.844 -2.264 -1.000
I: -0.889 -2.461 0.227
C: 0.215 -4.040 1.030
C: -0.114 -5.325 0.728
C: 0.659 -6.358 1.308
C: 1.699 -6.043 2.133
C: 2.028 -4.695 2.432
C: 3.122 -4.385 3.277
C: 3.442 -3.089 3.558
C: 2.660 -2.039 3.029
C: 1.595 -2.272 2.178
C: 1.263 -3.636 1.877
H: -0.937 -5.565 0.069
H: 0.419 -7.389 1.088
H: 2.297 -6.829 2.577
H: 3.696 -5.199 3.705
H: 4.281 -2.861 4.202
H: 2.933 -1.026 3.304
C: 2.882 0.725 -5.055
C: 1.802 -0.316 -5.344
C: 2.381 -1.637 -5.852
Sb: 0.705 -0.655 -3.548
C: -0.985 -1.853 -4.106
C: -1.577 -1.494 -5.469
C: -0.618 -3.335 -4.021
C: -0.246 1.249 -3.225
C: -0.492 2.060 -4.499
C: 0.515 2.074 -2.186
H: 3.416 0.984 -5.972
H: 3.622 0.336 -4.351
H: 2.477 1.652 -4.647
H: 1.080 0.075 -6.065
H: 3.108 -2.049 -5.146
H: 2.904 -1.485 -6.799
H: 1.615 -2.392 -6.027
H: -1.703 -1.602 -3.316
H: -0.846 -1.630 -6.267
H: -1.937 -0.467 -5.510
H: -2.425 -2.143 -5.702
H: 0.136 -3.604 -4.762
H: -1.493 -3.959 -4.220
H: -0.227 -3.612 -3.038
H: -1.203 0.950 -2.801
H: 0.444 2.398 -4.946
H: -1.082 2.955 -4.277
H: -1.036 1.499 -5.256
H: 1.497 2.385 -2.551
H: 0.677 1.508 -1.257
H: -0.039 2.984 -1.933
C: -0.805 5.767 2.048
C: 0.117 5.033 1.312
C: -0.100 3.681 1.086
C: -1.244 3.061 1.594
C: -2.180 3.802 2.315
C: -1.948 5.154 2.547
Sb: -1.623 1.066 1.059
C: -3.140 0.463 2.392
C: -4.196 -0.329 1.946
C: -5.207 -0.696 2.826
C: -5.173 -0.266 4.147
C: -4.128 0.534 4.592
C: -3.111 0.894 3.717
C: -2.693 1.231 -0.738
C: -3.046 2.501 -1.182
C: -3.857 2.626 -2.306
C: -4.312 1.498 -2.972
C: -3.959 0.229 -2.525
C: -3.146 0.094 -1.410
H: -0.641 6.823 2.220
H: 0.992 5.520 0.900
H: 0.614 3.122 0.489
H: -3.091 3.348 2.686
H: -2.671 5.733 3.107
H: -4.263 -0.646 0.912
H: -6.033 -1.299 2.473
H: -5.970 -0.542 4.825
H: -4.115 0.889 5.615
H: -2.315 1.543 4.070
H: -2.699 3.391 -0.672
H: -4.135 3.611 -2.657
H: -4.948 1.605 -3.840
H: -4.320 -0.650 -3.044
H: -2.871 -0.903 -1.083

These are the Mulliken partial charges, in e, on atoms 1 to 6: number 1, Re, carries 0.680; number 2, C, carries -1.095; number 3, C, carries -0.954; number 4, C, carries -0.627; number 5, C, carries 0.708; number 6, N, carries 0.697

---

[6]
# C10H28ClO10S3Ti

A molecular structure, C10H28ClO10S3Ti (ωB97M-V/def2-TZVPD, the OMol25 dataset).

Results
E_HOMO (alpha / beta) = -0.13674 / -0.30325 Eh
Charge = 0
Max |F| = 0.092 hartree/bohr
Multiplicity = 4
Kohn-Sham gap (alpha / beta) = 4.2 / 8.6 eV
Energy relative to the best compared isomer or geometry (same formula, charge and spin) = 0.0000 eV
LUMO level (alpha / beta) = 0.4 / 0.4 eV
⟨S²⟩ = 3.75

CARTESIAN COORDINATES (ANGSTROEM)
Ti: 0.756 0.354 -0.680
Cl: 1.194 -2.225 -1.388
O: -0.304 -0.359 1.340
S: -0.898 -1.459 2.115
O: -1.310 -1.330 3.511
O: -2.182 -1.893 1.175
C: -3.144 -2.774 1.739
C: -4.451 -2.777 1.042
C: 0.086 -2.991 1.863
H: -3.357 -2.502 2.772
H: -2.862 -3.820 1.623
H: -4.843 -3.793 1.081
H: -4.443 -2.455 0.001
H: -5.208 -2.123 1.476
H: 1.131 -2.708 1.989
H: -0.105 -3.365 0.856
H: -0.302 -3.676 2.617
O: -1.297 1.408 -1.719
S: -2.708 1.594 -1.823
O: -3.424 2.710 -1.169
O: -3.113 1.609 -3.422
C: -2.692 0.529 -4.241
C: -2.758 0.931 -5.729
C: -3.670 -0.002 -1.327
H: -3.338 -0.314 -3.998
H: -1.674 0.230 -3.991
H: -3.770 0.726 -6.077
H: -2.138 0.296 -6.362
H: -2.514 1.954 -6.015
H: -4.560 0.055 -1.953
H: -3.859 -0.128 -0.261
H: -2.942 -0.734 -1.679
O: 2.605 0.529 0.713
S: 3.024 0.354 2.116
O: 2.742 -0.830 2.897
O: 4.646 0.531 2.139
C: 5.329 0.720 3.339
C: 6.835 0.938 3.107
C: 2.398 1.773 3.063
H: 5.212 -0.164 3.966
H: 4.900 1.540 3.915
H: 7.435 0.180 2.603
H: 7.372 1.132 4.035
H: 6.973 1.856 2.536
H: 2.717 2.622 2.459
H: 2.760 1.694 4.088
H: 1.310 1.782 3.132
C: 1.399 2.748 -2.720
O: 1.482 1.302 -2.769
H: 1.772 3.201 -1.801
H: 2.046 3.150 -3.499
H: 0.371 2.967 -3.009
H: 1.370 1.007 -3.675

These are the natural (NBO) partial charges, in e, on atoms 1 to 6: number 1, Ti, carries 0.761; number 2, Cl, carries -0.877; number 3, O, carries -0.958; number 4, S, carries 2.317; number 5, O, carries -0.895; number 6, O, carries -0.708

---

Look up the max |F| of the first one.
0.133 hartree/bohr

---

What is the formula in the fifth record?
C52H53IN3ReSb2